[1]
DFT (the ωB97M-V functional and the def2-TZVPD basis) results for a structure of composition C3H6N2OS at a distorted geometry.

Calculated values
E ... -19068.728 eV
Relative energy (zero: lowest compared OMol25 entry of this formula, charge and spin) ... 79.3 kcal/mol
Lowest unoccupied orbital energy ... 0.70 eV
Kohn-Sham gap ... 9.3727 eV
HOMO energy ... -8.674 eV

CARTESIAN COORDINATES (ANGSTROEM)
C  1.217  -0.361  0.401
C  1.325  1.158  0.120
C  -0.304  -0.219  0.225
H  1.357  -2.018  -0.787
H  2.714  -1.620  -0.070
H  1.430  -0.567  1.453
H  1.796  1.445  -0.829
H  1.715  1.711  0.995
H  -1.784  1.549  -0.606
N  1.900  -1.201  -0.520
N  -0.108  1.087  0.111
O  -0.978  2.054  -0.286
S  -1.586  -1.225  0.032

Atomic partial charges in e from the natural (NBO) method, atoms 1 to 4: -0.0932 -0.2163 0.0800 0.3811

=====

[2]
DFT (the ωB97M-V functional and the def2-TZVPD basis) results for an isolated molecule of C3H6N2OS at a distorted geometry.

Calculated values
E ... -19070.192 eV
Relative energy (zero: lowest compared OMol25 entry of this formula, charge and spin) ... 45.5 kcal/mol
Lowest unoccupied orbital energy ... 0.34 eV
Kohn-Sham gap ... 9.9179 eV
SMILES ... [H]/N=C\NC(=O)CS
HOMO energy ... -9.576 eV

CARTESIAN COORDINATES (ANGSTROEM)
H  -1.693  -1.162  2.371
N  -2.204  -1.433  1.453
C  -1.480  -1.129  0.434
N  -0.330  -0.423  0.343
C  0.129  0.033  -0.873
O  -0.488  0.006  -1.890
C  1.452  0.709  -0.966
S  1.655  2.252  -0.093
H  -1.961  -1.344  -0.481
H  -0.028  -0.140  1.337
H  1.557  0.932  -2.139
H  2.256  0.006  -0.518
H  1.136  1.692  1.021

Atomic partial charges in e from the natural (NBO) method, atoms 1 to 4: 0.3016 -0.6374 0.2742 -0.6575